No. 1
The following is a quantum chemistry calculation of a cluster of 9 separate species, C40H46F32O19 in total at a distorted geometry, from OMol25.

ΔE to the lowest compared entry with this formula, charge and spin: 0.0 kcal per mole
total charge: 0
total energy: -168085.1758 eV
lowest unoccupied orbital energy: -0.35 eV
frontier orbital gap: 10.08 eV
SMILES: FC(F)C(F)(F)COC(F)(F)C(F)F.FC(F)C(F)(F)COC(F)(F)C(F)F.FC(F)C(F)(F)COC(F)(F)C(F)F.FC(F)C(F)(F)COC(F)(F)C(F)F.C[C@H]1COC(=O)O1.C[C@H]1COC(=O)O1.C[C@H]1COC(=O)O1.C[C@H]1COC(=O)O1.C[C@H]1COC(=O)O1
HOMO: -10.440 eV

Atoms and positions in Å:
F -0.664 8.618 -4.236
C 0.404 8.706 -3.466
F -0.095 8.977 -2.205
C 1.353 7.589 -3.675
F 2.430 7.829 -2.905
F 1.808 7.645 -4.949
C 0.643 6.217 -3.449
O -0.014 6.057 -2.202
C -0.477 4.735 -1.971
F -1.411 4.423 -2.901
F 0.523 3.857 -2.090
C -1.001 4.716 -0.398
F -1.189 3.513 0.151
F -0.260 5.302 0.463
H 0.974 9.577 -3.789
H 1.399 5.445 -3.595
H -0.050 6.050 -4.274
H -1.960 5.217 -0.529
F -1.996 -1.684 3.712
C -2.471 -2.600 4.528
F -3.815 -2.711 4.328
C -1.623 -3.915 4.529
F -0.443 -3.571 5.155
F -1.318 -4.190 3.272
C -2.314 -5.049 5.306
O -2.350 -4.887 6.683
C -2.811 -6.087 7.391
F -4.067 -6.327 7.092
F -1.996 -7.142 7.064
C -2.677 -5.701 8.853
F -3.095 -6.700 9.718
F -1.449 -5.297 9.219
H -2.451 -2.127 5.510
H -1.807 -5.946 4.952
H -3.311 -5.062 4.865
H -3.276 -4.799 8.975
F 8.801 -0.638 2.817
C 8.827 -1.625 1.930
F 10.136 -1.952 1.737
C 7.836 -2.839 2.093
F 8.244 -3.682 3.015
F 7.681 -3.505 0.954
C 6.381 -2.404 2.429
O 5.986 -1.617 1.379
C 4.802 -1.902 0.677
F 4.891 -3.169 0.345
F 3.774 -1.754 1.558
C 4.801 -0.904 -0.438
F 5.958 -0.735 -1.032
F 3.847 -1.155 -1.297
H 8.478 -1.109 1.036
H 6.204 -1.909 3.384
H 5.817 -3.315 2.630
H 4.474 0.072 -0.079
F -1.490 -4.657 -4.688
C -1.884 -3.328 -4.836
F -2.269 -3.212 -6.078
C -2.914 -2.928 -3.816
F -2.247 -2.722 -2.681
F -3.739 -3.947 -3.610
C -3.735 -1.689 -4.299
O -2.898 -0.514 -4.659
C -3.533 0.722 -4.755
F -4.772 0.596 -5.372
F -3.646 1.123 -3.469
C -2.670 1.675 -5.571
F -2.335 1.253 -6.799
F -3.229 2.899 -5.626
H -1.016 -2.676 -4.738
H -4.427 -1.367 -3.521
H -4.342 -2.019 -5.142
H -1.806 1.842 -4.928
C 2.116 -1.119 -5.194
C 1.743 -0.277 -6.470
C 2.924 0.117 -7.352
O 2.415 -0.008 -8.611
C 1.383 -0.741 -8.679
O 0.791 -1.117 -9.722
O 1.005 -1.045 -7.381
H 1.199 -1.522 -4.765
H 2.416 -0.372 -4.459
H 2.806 -1.953 -5.322
H 1.179 0.604 -6.165
H 3.775 -0.556 -7.244
H 3.312 1.108 -7.115
C 2.527 2.901 1.641
C 3.959 3.213 2.069
C 4.191 3.015 3.545
O 5.408 2.275 3.640
C 5.685 1.713 2.435
O 6.526 0.840 2.224
O 4.834 2.187 1.580
H 1.879 3.610 2.155
H 2.206 1.909 1.960
H 2.320 2.962 0.573
H 4.313 4.168 1.680
H 3.319 2.473 3.911
H 4.387 3.933 4.100
C -0.766 3.006 3.490
C -1.806 2.072 4.099
C -3.180 2.696 4.436
O -4.153 1.878 3.809
C -3.561 1.112 2.891
O -4.125 0.371 2.117
O -2.222 1.238 2.980
H -0.026 2.472 2.895
H -0.250 3.486 4.322
H -1.254 3.603 2.719
H -1.281 1.365 4.742
H -3.330 3.725 4.107
H -3.299 2.761 5.517
C -3.763 -2.981 1.175
C -5.266 -2.754 1.180
C -5.846 -1.569 0.478
O -6.925 -2.176 -0.240
C -6.784 -3.523 -0.241
O -7.457 -4.306 -0.897
O -5.733 -3.929 0.472
H -3.402 -3.648 1.957
H -3.195 -2.051 1.205
H -3.384 -3.409 0.247
H -5.673 -2.799 2.191
H -5.008 -1.106 -0.044
H -6.195 -0.877 1.244
C 0.307 -0.685 1.113
C -0.343 -0.620 -0.302
C -1.287 0.536 -0.313
O -0.898 1.180 -1.532
C 0.136 0.638 -2.092
O 0.538 0.809 -3.221
O 0.674 -0.222 -1.225
H 0.386 0.309 1.554
H 1.320 -1.081 1.184
H -0.360 -1.248 1.765
H -0.837 -1.565 -0.526
H -1.186 1.112 0.607
H -2.312 0.277 -0.578

No. 2
The following is a quantum chemistry calculation of a cluster of 2 separate species, C40H46N3O2 in total at a distorted geometry, from OMol25.

ΔE to the lowest compared entry with this formula, charge and spin: 6.7 kcal per mole
total charge: +1
total energy: -50785.5857 eV
lowest unoccupied orbital energy: -4.54 eV
frontier orbital gap: 6.53 eV
HOMO: -11.069 eV

Atoms and positions in Å:
C 2.501 6.013 -0.443
N 2.214 4.599 -0.589
C 3.215 3.694 -0.795
O 4.409 3.961 -0.923
C 2.567 2.309 -0.853
C 3.102 1.336 0.199
C 4.576 1.062 0.032
C 5.464 1.365 1.063
C 6.840 1.221 0.864
C 7.321 0.722 -0.359
C 6.415 0.368 -1.371
C 5.039 0.524 -1.168
N 1.153 2.615 -0.635
C 0.261 1.591 -0.519
C -1.080 1.749 -0.195
C -2.036 0.773 0.104
C -3.449 1.067 0.032
C -4.429 0.077 -0.260
C -5.781 0.404 -0.359
C -6.216 1.722 -0.150
C -7.667 2.089 -0.143
C -5.253 2.720 0.037
C -3.914 2.404 0.171
C 0.871 4.050 -0.461
C 0.285 4.374 0.919
C -0.035 4.624 -1.562
H 3.581 6.149 -0.542
H 1.988 6.603 -1.211
H 2.173 6.383 0.537
H 2.739 1.882 -1.860
H 2.922 1.762 1.199
H 2.528 0.398 0.150
H 5.052 1.774 1.989
H 7.527 1.500 1.666
H 8.395 0.599 -0.521
H 6.760 -0.029 -2.328
H 4.301 0.290 -1.939
H 0.694 0.615 -0.749
H -1.426 2.786 -0.206
H -1.784 -0.277 0.255
H -4.075 -0.943 -0.455
H -6.516 -0.373 -0.602
H -7.755 3.169 0.024
H -8.152 1.838 -1.096
H -8.218 1.582 0.663
H -5.568 3.765 0.101
H -3.189 3.194 0.393
H 1.003 4.110 1.707
H 0.077 5.452 0.956
H -0.652 3.840 1.091
H 0.496 4.635 -2.523
H -0.951 4.034 -1.668
H -0.304 5.652 -1.279
O -0.089 -1.572 -0.363
C -0.307 -2.890 0.134
C -0.983 -3.608 -1.027
C -0.852 -3.053 -2.295
C -1.542 -3.609 -3.379
C -2.325 -4.756 -3.193
C -2.402 -5.354 -1.930
C -1.737 -4.776 -0.843
C 1.095 -3.462 0.471
C 2.089 -2.648 1.023
C 3.401 -3.127 1.163
C 3.733 -4.426 0.754
C 2.733 -5.247 0.227
C 1.422 -4.772 0.101
C -1.165 -2.840 1.409
C -2.710 -2.936 1.409
C -3.047 -2.445 2.827
C -1.758 -1.747 3.339
N -1.000 -1.560 2.089
H -0.244 -0.952 0.385
H -0.231 -2.168 -2.435
H -1.439 -3.146 -4.359
H -2.869 -5.197 -4.035
H -2.964 -6.278 -1.767
H -1.807 -5.238 0.146
H 1.877 -1.610 1.298
H 4.154 -2.460 1.589
H 4.751 -4.804 0.873
H 2.955 -6.268 -0.085
H 0.655 -5.422 -0.319
H -0.828 -3.698 2.035
H -3.135 -2.248 0.663
H -3.088 -3.941 1.191
H -3.863 -1.717 2.806
H -3.348 -3.282 3.472
H -1.900 -0.819 3.920
H -1.225 -2.451 4.020
H -0.028 -1.295 2.295

No. 3
The following is a quantum chemistry calculation of a structure of composition C40H47BI2IrN8O3S3 at a distorted geometry, from OMol25.

ΔE to the lowest compared entry with this formula, charge and spin: 47.9 kcal per mole
<S²>: 0.78
total charge: +2
total energy: -112518.9718 eV
lowest unoccupied orbital energy (spin up / spin down): -6.40 / -7.36 eV
spin multiplicity: 2
frontier orbital gap (spin up / spin down): 6.49 / 5.96 eV
HOMO (spin up / spin down): -12.891 / -13.320 eV

Atoms and positions in Å:
Ir -1.116 -1.539 -1.155
C 0.073 -3.465 3.511
C 0.852 -2.493 2.685
C 2.205 -2.315 2.804
C 2.900 -1.444 1.931
N 2.247 -0.742 1.035
N 0.935 -0.908 0.948
B 0.143 -0.036 -0.043
N -0.760 0.957 0.722
N -0.580 1.150 2.019
C -1.338 2.033 2.625
C -2.315 2.757 1.898
C -2.501 2.529 0.560
C -3.559 3.200 -0.258
C -1.676 1.541 -0.012
S -1.812 0.901 -1.615
C -1.094 2.195 4.120
C 0.282 2.855 4.294
C -2.175 3.048 4.779
C -1.086 0.799 4.760
N 1.083 0.720 -0.972
N 1.308 2.016 -0.707
C 2.133 2.663 -1.478
C 2.796 1.997 -2.551
C 2.560 0.684 -2.811
C 3.193 -0.070 -3.937
C 1.608 0.046 -1.972
S 1.049 -1.552 -2.218
C 2.310 4.153 -1.245
C 1.743 4.874 -2.481
C 1.538 4.602 -0.005
C 3.797 4.488 -1.088
C 0.227 -1.763 1.660
S -1.431 -1.951 1.172
C 4.407 -1.234 1.977
C 5.112 -2.345 2.753
C 4.655 0.121 2.659
C 4.946 -1.198 0.540
H 0.718 -3.988 4.212
H -0.412 -4.195 2.859
H -0.715 -2.956 4.070
H 2.752 -2.879 3.546
H -2.951 3.468 2.407
H -4.243 3.765 0.371
H -4.122 2.457 -0.827
H -3.112 3.886 -0.981
H 0.289 3.862 3.870
H 1.056 2.266 3.799
H 0.527 2.931 5.354
H -2.168 4.075 4.407
H -1.996 3.089 5.853
H -3.170 2.622 4.628
H -0.291 0.184 4.336
H -2.042 0.294 4.598
H -0.926 0.888 5.835
H 3.475 2.551 -3.187
H 3.862 0.567 -4.510
H 2.427 -0.473 -4.602
H 3.762 -0.919 -3.551
H 0.703 4.589 -2.656
H 2.319 4.650 -3.380
H 1.781 5.952 -2.319
H 0.469 4.410 -0.121
H 1.683 5.672 0.142
H 1.883 4.077 0.888
H 4.373 4.223 -1.976
H 4.230 3.973 -0.228
H 3.912 5.561 -0.933
H 4.872 -2.322 3.818
H 6.189 -2.214 2.662
H 4.866 -3.332 2.354
H 4.312 0.107 3.696
H 4.130 0.919 2.130
H 5.722 0.348 2.658
H 4.734 -2.139 0.026
H 6.027 -1.057 0.560
H 4.496 -0.383 -0.027
I -1.599 -1.217 -6.509
C -3.093 -1.356 -5.105
C -4.421 -1.479 -5.465
C -5.420 -1.552 -4.504
I -7.358 -1.783 -5.151
C -5.106 -1.492 -3.098
C -6.051 -1.525 -2.064
C -5.629 -1.499 -0.756
C -4.264 -1.465 -0.486
N -3.358 -1.408 -1.453
C -3.761 -1.414 -2.732
C -2.707 -1.337 -3.723
O -1.516 -1.232 -3.354
H -4.683 -1.526 -6.513
H -7.105 -1.572 -2.304
H -6.339 -1.507 0.059
H -3.898 -1.483 0.532
O 0.145 -3.838 -0.439
C -0.653 -4.372 -1.191
C -0.757 -5.818 -1.597
C -1.975 -5.830 -2.525
C -2.390 -4.370 -2.648
O -3.275 -3.947 -3.362
N -1.599 -3.606 -1.807
H -0.850 -6.463 -0.726
H 0.161 -6.100 -2.115
H -2.819 -6.394 -2.129
H -1.761 -6.217 -3.520

No. 4
The following is a quantum chemistry calculation of a structure of composition C40H47CsN8O3S3Si2Te at a distorted geometry, from OMol25.

ΔE to the lowest compared entry with this formula, charge and spin: 8.8 kcal per mole
total charge: -2
total energy: -116415.5685 eV
lowest unoccupied orbital energy: 3.42 eV
frontier orbital gap: 5.24 eV
HOMO: -1.820 eV

Atoms and positions in Å:
Cs -0.161 -0.544 1.424
C -4.029 0.143 3.489
C -3.611 0.094 2.047
N -3.082 1.060 1.397
N -2.830 2.189 2.140
C -2.183 3.251 1.586
N -1.743 4.138 2.519
S -1.998 3.542 -0.039
C -3.683 -1.210 1.327
C -3.391 -2.371 2.038
C -3.298 -3.574 1.354
C -3.518 -3.572 -0.012
C -3.815 -2.361 -0.626
N -3.910 -1.205 0.014
H -3.163 0.026 4.145
H -4.753 -0.641 3.701
H -4.480 1.109 3.724
H -2.664 2.061 3.147
H -1.564 3.794 3.459
H -1.160 4.865 2.149
H -3.182 -2.322 3.099
H -3.020 -4.484 1.870
H -3.423 -4.472 -0.603
H -3.965 -2.329 -1.700
S 1.084 -3.543 0.980
C 0.130 -4.321 -0.249
C -0.054 -5.703 -0.161
C -0.764 -6.439 -1.101
C -0.925 -7.844 -0.930
N -1.043 -8.981 -0.777
C -1.308 -5.775 -2.216
C -1.146 -4.395 -2.317
C -0.484 -3.633 -1.349
S -0.484 -1.904 -1.507
C -2.026 -6.473 -3.228
N -2.606 -7.038 -4.049
H 0.386 -6.216 0.684
H -1.563 -3.880 -3.172
N 2.812 -1.346 -0.995
C 3.592 -0.258 -0.801
C 4.922 -0.302 -0.418
C 5.679 0.874 -0.294
C 5.154 2.112 -0.548
C 3.789 2.210 -0.924
C 3.134 3.440 -1.182
C 1.807 3.452 -1.499
C 1.115 2.222 -1.557
N 1.688 1.073 -1.329
C 3.008 1.044 -1.028
H 2.971 -2.188 -0.462
H 1.822 -1.172 -1.171
H 5.388 -1.263 -0.233
H 6.719 0.787 0.001
H 5.752 3.012 -0.465
H 3.700 4.364 -1.118
H 1.270 4.372 -1.687
H 0.053 2.206 -1.775
O 1.721 1.896 3.084
C 1.826 1.880 4.444
C 3.049 2.059 5.076
C 3.122 2.053 6.462
C 1.975 1.891 7.218
C 0.753 1.731 6.577
C 0.657 1.705 5.196
C -0.672 1.455 4.499
O -1.627 2.236 4.748
O -0.672 0.490 3.711
H 2.595 1.976 2.689
H 3.944 2.196 4.478
H 4.083 2.178 6.946
H 2.027 1.888 8.300
H -0.159 1.624 7.152
C 2.560 1.477 -5.095
Si 1.027 1.931 -6.087
C 1.596 2.647 -7.743
C 0.049 3.252 -5.169
C -0.101 0.451 -6.355
Te -0.243 -0.567 -4.438
C -2.323 -1.031 -4.594
Si -3.486 0.383 -4.189
C -2.970 1.301 -2.653
C -3.547 1.582 -5.653
C -5.224 -0.326 -3.958
H 3.143 2.372 -4.861
H 3.208 0.791 -5.646
H 2.315 1.004 -4.144
H 2.206 3.541 -7.598
H 0.742 2.921 -8.366
H 2.194 1.921 -8.297
H 0.681 4.100 -4.896
H -0.374 2.838 -4.252
H -0.776 3.629 -5.779
H 0.228 -0.249 -7.121
H -1.088 0.825 -6.638
H -2.456 -1.826 -3.858
H -2.500 -1.456 -5.583
H -1.996 1.776 -2.782
H -2.896 0.653 -1.778
H -3.687 2.086 -2.400
H -2.656 2.211 -5.692
H -4.410 2.244 -5.544
H -3.641 1.061 -6.608
H -5.304 -0.878 -3.022
H -5.500 -0.999 -4.772
H -5.962 0.480 -3.922

> The highest total charge belongs to which entry?

C40H47BI2IrN8O3S3